No. 1
Density functional theory data (wB97M-V/def2-TZVPD) for 2 unconnected molecules or ions with the total composition C20H43B2N3O4S at a distorted geometry.

CARTESIAN COORDINATES (ANGSTROEM)
1 C 4.56115 -4.89457 4.47252
2 C 3.77740 -4.04265 3.40819
3 S 2.78318 -5.09615 2.28919
4 C 2.00294 -4.03950 0.99758
5 C 1.67034 -2.58811 1.43939
6 N 2.88619 -1.75819 1.59093
7 C 0.98389 -1.97362 0.12731
8 C 0.25484 -0.73317 0.73442
9 O 0.96920 0.44586 0.96283
10 N -0.25520 -1.29927 1.98096
11 B -1.45368 -0.64650 2.56651
12 O -1.69564 -0.61025 3.96805
13 C -2.53710 0.09636 1.64049
14 C -3.34432 -0.88698 0.70702
15 C 0.46839 -2.33669 2.38135
16 B 0.16610 -3.24465 3.66716
17 O 0.91565 -3.14781 4.85092
18 C -1.06553 -4.28223 3.63136
19 C -2.23299 -3.76443 4.57263
20 H 4.76195 -4.20720 5.31444
21 H 4.00441 -5.77885 4.81347
22 H 5.55011 -5.14868 4.05665
23 H 3.18048 -3.30406 3.97658
24 H 4.54518 -3.44011 2.88507
25 H 2.68088 -3.97561 0.12489
26 H 1.09410 -4.55922 0.65300
27 H 3.66646 -2.37491 1.38312
28 H 2.94087 -1.06174 0.85716
29 H 1.61258 -1.84394 -0.76162
30 H 0.12110 -2.64000 -0.09781
31 H -0.47066 -0.46003 -0.05156
32 H 1.02701 0.95616 0.14340
33 H -0.91046 -0.19944 4.34512
34 H -2.01463 0.82734 0.98360
35 H -3.18800 0.71170 2.28615
36 H -2.90676 -1.89670 0.78478
37 H -4.40140 -0.85202 1.01811
38 H -3.32622 -0.58665 -0.35372
39 H 1.14295 -4.01519 5.18758
40 H -1.48675 -4.28662 2.60377
41 H -0.76439 -5.30782 3.91180
42 H -2.79471 -4.63168 4.96405
43 H -2.95377 -3.17976 3.97292
44 H -1.86582 -3.12684 5.38993
45 C -0.52755 5.55240 -2.04721
46 C -1.25223 4.30444 -2.58476
47 C -1.99327 4.66387 -3.88417
48 C -1.09571 4.90921 -5.09699
49 C 0.22410 4.13511 -5.03857
50 C 0.19794 2.88802 -4.13837
51 N -0.20196 3.29761 -2.79689
52 O -0.22931 2.27884 -1.92062
53 C 1.63910 2.36426 -4.07882
54 C -0.68199 1.80169 -4.77441
55 C -2.33031 3.92328 -1.56496
56 H -0.02241 5.33012 -1.10562
57 H -1.22997 6.37291 -1.86120
58 H 0.22630 5.91717 -2.74737
59 H -2.69252 3.85962 -4.13039
60 H -2.62026 5.54580 -3.72129
61 H -1.64677 4.63705 -6.00159
62 H -0.87936 5.97654 -5.19226
63 H 0.52731 3.86334 -6.05323
64 H 1.00469 4.81163 -4.67688
65 H 2.29387 3.08485 -3.58448
66 H 2.03026 2.19505 -5.08612
67 H 1.70489 1.41909 -3.53789
68 H -0.30742 1.54550 -5.77003
69 H -1.72213 2.11145 -4.89024
70 H -0.67360 0.88562 -4.18146
71 H -3.03547 4.74891 -1.43839
72 H -1.90708 3.71094 -0.58322
73 H -2.89845 3.05011 -1.89230

Computed properties:
* HOMO: -4.3 eV
* largest force on an atom: 4.02 eV/Å
* total charge: 0
* multiplicity: 1
* frontier orbital gap: 2.2 eV
* E_tot: -46282.8749 eV



No. 2
Density functional theory data (wB97M-V/def2-TZVPD) for 16 unconnected molecules or ions with the total composition C20H43B3Cl30O3 at a distorted geometry.

CARTESIAN COORDINATES (ANGSTROEM)
1 C 6.72321 0.69455 -2.27484
2 C 5.15863 1.14642 -2.51730
3 C 5.00819 2.66075 -1.83642
4 C 3.97630 3.59306 -2.71084
5 C 2.46927 3.43188 -2.08452
6 B 1.39762 2.65406 -3.05903
7 O -0.02956 2.43661 -2.63208
8 B -0.04562 0.95813 -2.34624
9 O 0.38183 0.03665 -3.45749
10 B 1.62646 0.58062 -4.10283
11 O 1.73319 2.05338 -4.39703
12 H 6.84098 -0.44885 -2.04242
13 H 7.14172 1.34960 -1.39433
14 H 7.32224 0.93204 -3.25483
15 H 4.92655 1.14461 -3.67057
16 H 4.37356 0.46445 -1.96377
17 H 4.67308 2.52370 -0.71725
18 H 6.05274 3.21350 -1.80274
19 H 4.36518 4.69879 -2.69486
20 H 4.02358 3.22827 -3.82408
21 H 2.53962 2.78088 -1.08694
22 H 2.10882 4.49359 -1.74352
23 H -0.33223 0.53874 -1.28202
24 H 2.55208 -0.14413 -4.33207
25 C -3.81230 0.28108 -1.34899
26 Cl -5.38569 -0.03926 -0.60960
27 Cl -2.50726 -0.45637 -0.41201
28 H -3.80313 -0.13408 -2.35975
29 H -3.65278 1.36120 -1.39235
30 C 6.78581 -3.33571 -3.38929
31 Cl 7.58132 -2.48591 -2.05892
32 Cl 5.02714 -3.27652 -3.22060
33 H 7.06882 -2.86312 -4.33303
34 H 7.10843 -4.37970 -3.38818
35 C -0.25458 -3.32108 -0.23649
36 Cl 1.13487 -3.17414 0.84645
37 Cl -0.71610 -5.01372 -0.45288
38 H -1.09835 -2.77412 0.19125
39 H 0.00568 -2.89612 -1.20894
40 C -7.28122 1.52838 2.21619
41 Cl -9.00513 1.82816 1.96486
42 Cl -6.96429 0.98562 3.86841
43 H -6.94899 0.75613 1.51811
44 H -6.72884 2.45329 2.03337
45 C -8.63710 -2.52344 3.26240
46 Cl -7.35337 -3.65488 2.81881
47 Cl -9.49058 -3.06646 4.71209
48 H -8.19570 -1.54271 3.45578
49 H -9.34890 -2.45127 2.43650
50 C -7.76243 -3.06546 -1.68342
51 Cl -9.35880 -3.54967 -2.26825
52 Cl -7.89192 -2.09146 -0.21391
53 H -7.17644 -3.96172 -1.46572
54 H -7.26327 -2.47729 -2.45730
55 C -8.71907 3.97559 5.89322
56 Cl -7.92356 4.82538 7.22359
57 Cl -10.47774 4.03478 6.06191
58 H -8.43606 4.44818 4.94948
59 H -8.39645 2.93160 5.89433
60 C 4.00755 5.16301 1.18994
61 Cl 5.54772 4.41552 1.63038
62 Cl 2.66556 4.03458 1.41488
63 H 3.84449 6.04007 1.82101
64 H 4.04600 5.46552 0.14065
65 C 2.08308 5.24849 -5.91741
66 Cl 3.15284 5.21397 -7.32429
67 Cl 2.88803 5.98044 -4.52415
68 H 1.19288 5.83324 -6.16171
69 H 1.79448 4.22536 -5.66462
70 C 9.97854 1.97266 -3.82854
71 Cl 11.34992 1.35767 -2.89794
72 Cl 9.19619 0.67616 -4.74060
73 H 9.25167 2.41332 -3.14184
74 H 10.33500 2.73388 -4.52674
75 C -8.02146 2.52402 9.95930
76 Cl -6.65008 1.90902 10.88990
77 Cl -8.80381 1.22751 9.04724
78 H -8.74833 2.96467 10.64599
79 H -7.66500 3.28523 9.26110
80 C 8.91822 -4.58912 -6.30559
81 Cl 9.35900 -3.19571 -5.31111
82 Cl 7.18508 -4.92144 -6.20233
83 H 9.17910 -4.38037 -7.34599
84 H 9.46992 -5.46494 -5.95550
85 C 8.13100 -5.56972 -0.23606
86 Cl 7.94483 -7.13413 -1.03783
87 Cl 9.54618 -5.56234 0.82323
88 H 8.25078 -4.79295 -0.99524
89 H 7.23852 -5.36745 0.36108
90 C -4.58178 -5.67311 -1.61979
91 Cl -4.14100 -4.27970 -0.62532
92 Cl -6.31492 -6.00543 -1.51654
93 H -4.32090 -5.46436 -2.66020
94 H -4.03008 -6.54893 -1.26971
95 C -7.57326 -1.10815 13.29705
96 Cl -9.29717 -0.80838 13.04572
97 Cl -7.25633 -1.65092 14.94927
98 H -7.24103 -1.88041 12.59897
99 H -7.02088 -0.18325 13.11424

Computed properties:
* HOMO: -10.2 eV
* largest force on an atom: 4.79 eV/Å
* total charge: 0
* multiplicity: 1
* frontier orbital gap: 10.2 eV
* E_tot: -405284.2104 eV



No. 3
Density functional theory data (wB97M-V/def2-TZVPD) for 5 unconnected molecules or ions with the total composition C20H43BNO14S at a distorted geometry.

CARTESIAN COORDINATES (ANGSTROEM)
1 C -0.55031 3.18559 -0.60595
2 C -1.40264 3.25338 -1.86043
3 N -2.59616 4.07248 -1.68917
4 C -3.44567 3.57954 -0.61669
5 C -4.74137 4.36717 -0.40725
6 O -5.52263 3.42220 0.29562
7 B -5.39883 2.24085 -0.57724
8 S -5.63696 0.54733 0.35750
9 O -3.95634 2.30881 -0.98808
10 H 0.46323 2.91091 -0.86419
11 H -0.93689 2.44929 0.08153
12 H -0.54920 4.15169 -0.12000
13 H -1.64195 2.23170 -2.15708
14 H -0.78074 3.66728 -2.64747
15 H -3.15847 3.90867 -2.51645
16 H -2.96103 3.57650 0.35427
17 H -4.65811 5.25298 0.21469
18 H -5.26457 4.56981 -1.34451
19 H -6.17570 2.38608 -1.51514
20 H -4.81639 -0.21786 -0.36498
21 C -4.41863 -5.28852 -4.04483
22 C -5.77594 -5.19752 -3.37989
23 O -5.68308 -5.32310 -1.95616
24 C -5.26196 -4.22053 -1.31858
25 O -4.99202 -3.17157 -1.83485
26 O -5.20299 -4.49848 -0.01795
27 C -4.72858 -3.41921 0.80170
28 H -3.90940 -6.20599 -3.74449
29 H -4.52474 -5.28411 -5.12994
30 H -3.78531 -4.45042 -3.75935
31 H -6.40707 -6.02536 -3.70015
32 H -6.28484 -4.26927 -3.63793
33 H -5.30488 -2.51002 0.64668
34 H -3.67454 -3.23405 0.60190
35 H -4.84423 -3.73820 1.83341
36 C 5.12967 5.42087 3.01722
37 C 3.86024 4.62550 3.23698
38 O 3.35596 4.07308 2.01340
39 C 3.98731 2.98908 1.56841
40 O 4.91893 2.44120 2.10335
41 O 3.41498 2.61629 0.42615
42 C 4.03612 1.50018 -0.21191
43 H 4.97020 6.18578 2.25621
44 H 5.43690 5.90472 3.94457
45 H 5.94134 4.77836 2.67927
46 H 3.06829 5.27476 3.60416
47 H 4.00683 3.83172 3.96939
48 H 4.12490 0.65862 0.47081
49 H 5.01789 1.78102 -0.59093
50 H 3.39308 1.22537 -1.04250
51 C 1.53070 -7.27515 -5.36332
52 C 0.02014 -7.37573 -5.36424
53 O -0.58439 -6.31273 -6.11389
54 C -0.54653 -6.44566 -7.43707
55 O -0.07869 -7.37279 -8.04794
56 O -1.12630 -5.37214 -7.97514
57 C -1.10621 -5.34079 -9.40286
58 H 1.84448 -6.29224 -5.01058
59 H 1.95877 -8.03615 -4.71097
60 H 1.93369 -7.41415 -6.36542
61 H -0.36330 -7.26483 -4.35217
62 H -0.31804 -8.33814 -5.74722
63 H -1.52183 -6.25490 -9.82022
64 H -0.08869 -5.19532 -9.76221
65 H -1.71853 -4.49499 -9.70057
66 C 4.58957 4.43583 10.29870
67 C 4.64972 5.03116 8.90809
68 O 5.52009 4.28543 8.04472
69 C 5.01077 3.14810 7.56620
70 O 3.90250 2.72725 7.77113
71 O 5.93802 2.56915 6.80445
72 C 5.54895 1.30482 6.25728
73 H 5.59380 4.33772 10.71312
74 H 3.99796 5.07240 10.95645
75 H 4.13788 3.44536 10.28118
76 H 5.07407 6.03260 8.94616
77 H 3.65893 5.10479 8.46114
78 H 4.60375 1.38197 5.72634
79 H 5.47733 0.55876 7.04718
80 H 6.32771 1.01579 5.55853

Computed properties:
* HOMO: -4.1 eV
* largest force on an atom: 1.71 eV/Å
* total charge: -1
* multiplicity: 1
* frontier orbital gap: 6.1 eV
* E_tot: -63108.0168 eV